P:
{
  "formula": "C4H7N3O",
  "method": "ωB97M-V/def2-TZVPD",
  "symbols": ["N", "C", "C", "N", "N", "C", "C", "O", "H", "H", "H", "H", "H", "H", "H"],
  "coordinates": [[-1.0379, -1.9869, 1.4287], [-1.7946, -1.0831, 0.9836], [-2.2249, 0.0561, 0.3203], [-1.6294, 1.1094, -0.0715], [-0.2700, 1.3257, -0.0004], [0.7587, 0.5085, 0.5708], [1.0527, -0.7135, -0.4393], [1.4380, -0.2774, -1.7235], [-3.2023, 0.0622, 0.0497], [-0.0826, 2.1628, -0.6225], [1.8002, 1.2170, 0.2978], [0.5649, 0.2698, 1.6164], [1.9761, -1.2394, 0.0480], [0.1813, -1.3666, -0.5754], [2.4698, -0.0445, -1.8827]],
  "homo_lumo_gap_ev": 9.02,
  "lumo_ev": 0.14,
  "homo_ev": -8.89,
  "smiles": "N#C/C=N\\NCCO"
}

Q:
{
  "formula": "C4H7N3O",
  "method": "ωB97M-V/def2-TZVPD",
  "symbols": ["H", "N", "N", "C", "C", "C", "O", "C", "N", "H", "H", "H", "H", "H", "H"],
  "coordinates": [[-0.5724, -2.0576, 0.2842], [0.0608, -2.3454, -0.5085], [0.3561, -1.5163, -1.3287], [-0.1867, -0.1347, -1.3843], [-1.0892, 0.3450, -0.2396], [-0.4146, 0.0860, 1.0824], [-0.8690, -0.6505, 1.9332], [0.9358, 0.7059, 1.2711], [1.3358, 1.6078, 0.4914], [2.2493, 1.9998, 0.7099], [0.6930, 0.5042, -1.4733], [-0.7131, -0.1011, -2.3436], [-1.2197, 1.4209, -0.3484], [-2.0631, -0.1511, -0.2582], [1.4970, 0.2869, 2.1128]],
  "homo_lumo_gap_ev": 8.23,
  "lumo_ev": -0.41,
  "homo_ev": -8.64,
  "smiles": "[H]/N=N\\CCC(=O)/C=N/[H]"
}

Relative to the most stable one, in hartree, the structures come out at P 0.0663; Q 0.0000.

P:
{
  "formula": "C4H7N3O",
  "method": "ωB97M-V/def2-TZVPD",
  "symbols": ["C", "C", "C", "C", "H", "H", "H", "H", "H", "H", "H", "N", "N", "N", "O"],
  "coordinates": [[-1.4041, -0.1979, -1.2177], [0.7264, -1.0583, 0.5571], [0.6939, 0.3857, 0.3156], [1.1174, 1.3626, 1.2218], [0.3070, -0.6665, -2.2157], [-2.4986, 0.4618, -1.3861], [-2.5732, -1.0200, 0.3518], [1.6642, -1.6945, 0.8583], [-0.0049, 0.8957, -0.3827], [1.2546, 1.0522, 2.3399], [1.0342, 2.3194, 1.1405], [-0.6133, -0.1289, -2.1562], [-1.3772, -0.9827, -0.1552], [-0.4030, -1.7773, 0.4932], [2.0765, 1.0487, 0.2354]],
  "homo_lumo_gap_ev": 9.13,
  "lumo_ev": 0.04,
  "homo_ev": -9.09
}

Q:
{
  "formula": "C4H7N3O",
  "method": "ωB97M-V/def2-TZVPD",
  "symbols": ["H", "N", "C", "N", "C", "C", "C", "N", "O", "H", "H", "H", "H", "H", "H"],
  "coordinates": [[-1.7360, 2.1539, -0.7451], [-1.5437, 1.1624, -0.8238], [-0.4445, 0.6722, -0.6520], [-0.1362, -1.0476, -1.0056], [-1.1450, -1.7584, -0.8328], [0.6280, 0.3372, 0.3167], [2.0214, 0.6878, -0.0995], [0.4103, 0.0924, 1.5632], [-0.9502, -0.2118, 1.8509], [-1.1790, -2.7448, -1.2951], [-2.0912, -1.3245, -0.4730], [2.2280, 0.3261, -1.1076], [2.1494, 1.7738, -0.0908], [2.7253, 0.2183, 0.5867], [-0.9367, -0.3371, 2.8079]],
  "homo_lumo_gap_ev": 8.67,
  "lumo_ev": 0.29,
  "homo_ev": -8.38,
  "smiles": "[H]/N=C(N=C)\\C(C)=N/O"
}

Relative to the most stable one, in hartree, the structures come out at P 0.0604; Q 0.0000.

P:
{
  "formula": "C4H7N3O",
  "method": "ωB97M-V/def2-TZVPD",
  "symbols": ["C", "C", "N", "N", "C", "C", "N", "O", "H", "H", "H", "H", "H", "H", "H"],
  "coordinates": [[-0.8373, 0.7961, 0.5074], [-0.7338, -0.0170, -1.9443], [0.5055, -1.4104, 1.2445], [0.5921, 0.9033, 0.7647], [1.3126, -0.3032, 1.3179], [-0.3341, -0.1818, -0.5083], [0.2855, -1.3472, -0.1831], [2.3667, -0.1585, 1.8963], [0.9830, -2.2681, 1.5032], [1.0219, 1.8063, 0.9186], [-1.4199, 0.3892, 1.3292], [-1.2108, 1.7279, 0.0848], [0.1257, 0.3178, -2.5283], [-1.5463, 0.7048, -2.0543], [-1.1106, -0.9593, -2.3484]],
  "homo_lumo_gap_ev": 9.28,
  "lumo_ev": 0.80,
  "homo_ev": -8.48
}

Q:
{
  "formula": "C4H7N3O",
  "method": "ωB97M-V/def2-TZVPD",
  "symbols": ["C", "C", "C", "C", "N", "N", "N", "O", "H", "H", "H", "H", "H", "H", "H"],
  "coordinates": [[-0.3247, 0.2667, 2.4557], [0.3010, -3.1982, 0.1292], [-0.7962, 1.4942, -1.1285], [0.6325, 1.1855, -0.6890], [0.0274, 0.2385, 1.3339], [0.9468, -2.2735, -0.2311], [0.6821, 0.1393, 0.3099], [-0.2534, -4.1863, 0.3927], [-1.1389, -0.0097, 3.0644], [-1.4015, 1.8152, -0.2804], [-0.7954, 2.2838, -1.8737], [-1.2545, 0.6061, -1.5576], [1.2170, 0.8206, -1.5352], [1.1167, 2.0892, -0.2967], [1.0412, -1.2715, -0.0935]],
  "homo_lumo_gap_ev": 9.90,
  "lumo_ev": 0.66,
  "homo_ev": -9.24
}

Relative to the most stable one, in hartree, the structures come out at P 0.0000; Q 0.0252.

P:
{
  "formula": "C4H7N3O",
  "method": "ωB97M-V/def2-TZVPD",
  "symbols": ["C", "C", "C", "C", "H", "H", "H", "H", "H", "H", "H", "N", "N", "N", "O"],
  "coordinates": [[0.4145, -0.4272, 0.4036], [1.1812, 0.6031, -0.3924], [-1.3265, 0.5253, -0.9463], [-0.9788, 0.0625, 0.3233], [0.5039, -2.4715, 0.7434], [1.5824, -2.0226, -0.3873], [0.7190, -0.2351, 1.4872], [2.2358, 0.7577, -0.0889], [-2.2814, 0.5151, -1.4789], [-1.5621, -0.8028, 0.7139], [-0.1920, 1.9169, 1.5246], [0.6750, -1.8417, -0.0391], [0.7766, 1.3270, -1.3847], [-0.4636, 0.9560, -1.8124], [-1.2839, 1.1372, 1.3340]],
  "homo_lumo_gap_ev": 9.11,
  "lumo_ev": -0.41,
  "homo_ev": -9.53
}

Q:
{
  "formula": "C4H7N3O",
  "method": "ωB97M-V/def2-TZVPD",
  "symbols": ["N", "N", "C", "C", "C", "C", "O", "N", "H", "H", "H", "H", "H", "H", "H"],
  "coordinates": [[2.4024, 0.6738, -0.0682], [1.7826, 0.1697, 1.0523], [0.5817, 0.0931, 1.1618], [-0.5148, 0.4577, 0.3766], [-1.2734, -0.8626, 0.2383], [-1.4361, -0.5228, -1.2275], [-2.1892, -0.7202, -2.1433], [-0.3876, 0.5695, -1.0968], [2.0901, 0.3992, -0.9732], [3.2934, 0.0173, -0.0231], [0.5204, -0.4819, 2.1181], [-1.2123, 1.2738, 0.9330], [-0.7687, -1.8434, 0.7598], [-2.3130, -0.6390, 0.5576], [-0.5756, 1.4157, -1.6654]],
  "homo_lumo_gap_ev": 9.84,
  "lumo_ev": 0.68,
  "homo_ev": -9.16,
  "smiles": "N/N=C\\[C@@H]1CC(=O)N1"
}

R:
{
  "formula": "C4H7N3O",
  "method": "ωB97M-V/def2-TZVPD",
  "symbols": ["C", "C", "C", "C", "H", "H", "H", "H", "H", "H", "H", "N", "N", "N", "O"],
  "coordinates": [[-0.3212, 0.4154, -0.7980], [1.1413, 1.0366, -0.9061], [0.9314, -0.0330, 0.0760], [-0.6772, -1.1025, -0.6618], [-2.4253, 1.2400, -0.1671], [-0.5360, 1.4813, 1.1143], [1.8777, 0.6933, -1.5403], [1.4246, 2.1006, -0.7879], [1.5231, -0.9860, -0.2997], [0.8161, -0.8157, 2.1958], [-1.1882, -1.9715, 1.2467], [-1.0940, 1.3221, -0.1769], [0.1297, -0.2864, 1.4557], [-0.4646, -1.2639, 0.7114], [-1.1375, -1.8302, -1.4620]],
  "homo_lumo_gap_ev": 8.72,
  "lumo_ev": 0.62,
  "homo_ev": -8.10
}

Relative to the most stable one, in hartree, the structures come out at P 0.0360; Q 0.0000; R 0.2158.

P:
{
  "formula": "C4H7N3O",
  "method": "ωB97M-V/def2-TZVPD",
  "symbols": ["O", "C", "N", "N", "C", "C", "N", "C", "H", "H", "H", "H", "H", "H", "H"],
  "coordinates": [[-2.6079, 0.2801, -0.3463], [-1.5274, 0.0163, 0.2332], [-0.8942, -1.1041, 0.0405], [0.4705, -1.4695, 0.3306], [1.3486, -0.5214, -0.3886], [0.6575, 0.7848, -0.4322], [0.4598, 2.0764, 0.1881], [-0.3699, 0.9478, 0.6534], [-1.5381, -2.0284, -0.1834], [0.7067, -1.5288, 1.3387], [1.2488, -1.1799, -1.4926], [2.3639, -0.5507, 0.1068], [-0.0912, 0.8025, -1.3114], [-0.0268, 2.7548, -0.4625], [-0.2003, 0.7201, 1.7258]],
  "homo_lumo_gap_ev": 10.19,
  "lumo_ev": 0.80,
  "homo_ev": -9.38,
  "smiles": "O=C1NNC[C@@H]2N[C@@H]12"
}

Q:
{
  "formula": "C4H7N3O",
  "method": "ωB97M-V/def2-TZVPD",
  "symbols": ["C", "N", "C", "C", "N", "O", "N", "C", "H", "H", "H", "H", "H", "H", "H"],
  "coordinates": [[-2.0293, -0.4040, 0.2337], [-0.9377, -1.2625, -0.1473], [0.2561, -0.9026, -0.0614], [1.4839, -1.6494, -0.0762], [2.4375, -0.9855, 0.1856], [2.1568, 0.3249, 0.1978], [0.7502, 0.3414, 0.2463], [0.4435, 1.7366, -0.1614], [-3.1686, -1.0228, -0.0607], [-2.1273, -0.3181, 1.5275], [-2.1783, 0.6685, -0.3227], [1.7820, -2.6766, -0.4972], [0.1080, 1.5018, -1.3515], [-0.4739, 2.3453, 0.2440], [1.4971, 2.3030, 0.0435]],
  "homo_lumo_gap_ev": 9.33,
  "lumo_ev": 0.68,
  "homo_ev": -8.65,
  "smiles": "C/N=c1/cnon1C"
}

Relative to the most stable one, in hartree, the structures come out at P 0.0000; Q 0.0508.

P:
{
  "formula": "C8H17NO",
  "method": "ωB97M-V/def2-TZVPD",
  "symbols": ["C", "C", "C", "C", "C", "C", "C", "C", "N", "O", "H", "H", "H", "H", "H", "H", "H", "H", "H", "H", "H", "H", "H", "H", "H", "H", "H"],
  "coordinates": [[-0.9929, -1.0695, 0.4353], [1.5465, 0.5728, -0.5228], [1.3895, -0.3501, 0.9519], [2.6641, -0.0811, 0.1913], [-1.9571, 1.7580, -1.3614], [-1.3860, -1.4459, 1.8331], [-0.7517, -2.1659, -0.5571], [1.3461, 2.0510, -0.4348], [-1.3592, 0.4521, -1.2517], [-1.5578, 0.0386, 0.0435], [1.1282, 0.0912, -1.3917], [1.2092, 0.2826, 1.8089], [1.2844, -1.3933, 1.2158], [3.1058, -0.9469, -0.2944], [3.3995, 0.5675, 0.6568], [-3.0524, 1.7016, -1.4462], [-1.7241, 2.4168, -0.5138], [-1.5737, 2.2052, -2.2783], [-0.4730, -1.7790, -1.5338], [-0.6394, -2.1028, 2.2794], [-1.5099, -0.5541, 2.4437], [-2.3364, -1.9856, 1.8306], [0.0593, -2.8139, -0.2203], [-1.6541, -2.7714, -0.6674], [0.4851, 2.3095, 0.1874], [2.2086, 2.5500, 0.0168], [1.1414, 2.4627, -1.4209]],
  "homo_lumo_gap_ev": [7.25, 8.47],
  "lumo_ev": [0.71, 0.93],
  "homo_ev": [-6.54, -7.53]
}

Q:
{
  "formula": "C8H17NO",
  "method": "ωB97M-V/def2-TZVPD",
  "symbols": ["C", "C", "C", "C", "C", "C", "H", "H", "H", "H", "H", "H", "H", "H", "H", "H", "H", "H", "C", "N", "C", "O", "H", "H", "H", "H", "H"],
  "coordinates": [[-1.9891, 0.3492, 0.9883], [-1.6983, -0.6915, -0.0951], [-1.3960, -2.0576, 0.5244], [-0.2374, -1.9638, 1.5194], [-0.5282, -0.9232, 2.6027], [-0.8305, 0.4429, 1.9833], [-2.9060, 0.0524, 1.5331], [-2.1769, 1.3378, 0.5270], [-0.8192, -0.3618, -0.6816], [-2.5566, -0.7691, -0.7898], [-1.1590, -2.7923, -0.2691], [-2.2975, -2.4167, 1.0572], [-0.0496, -2.9525, 1.9806], [0.6795, -1.6671, 0.9746], [-1.4073, -1.2528, 3.1893], [0.3301, -0.8455, 3.2975], [-1.0674, 1.1776, 2.7767], [0.0710, 0.8020, 1.4505], [1.6414, 2.5545, -2.4867], [2.2538, 1.3484, -3.0103], [2.9884, 0.5317, -2.2171], [3.1933, 0.7324, -1.0290], [0.9297, 2.3157, -1.6786], [1.0948, 3.0645, -3.2977], [2.4058, 3.2437, -2.0900], [2.1388, 1.0950, -3.9947], [3.3925, -0.3540, -2.7647]],
  "homo_lumo_gap_ev": 10.71,
  "lumo_ev": 0.78,
  "homo_ev": -9.93,
  "smiles": "C1CCCCC1.CNC=O"
}

Relative to the most stable one, in hartree, the structures come out at P 0.2311; Q 0.0000.